Record 1
ORCA calculation (ωB97M-V/def2-TZVPD) on a 3-piece molecular cluster, C6H15N2 overall.

Output
E_tot ... -9431.175 eV
Frontier orbital gap ... 4.73 eV
LUMO level ... -7.50 eV

ORCA input file:
```
! RIJCOSX wB97M-V def2-TZVPD def2/J DEFGRID3
* xyz 1 1
N -1.388 1.039 -3.205
C 5.020 -0.144 0.212
C 4.375 -1.272 0.656
N -0.812 -0.149 -0.375
C -0.634 -0.777 0.855
C -1.968 -0.698 1.603
C -2.381 0.730 1.243
C -1.852 0.881 -0.228
H -1.137 0.241 -2.640
H -1.566 0.708 -4.135
H -0.561 1.654 -3.251
H 4.942 0.646 0.974
H 4.907 0.612 -0.598
H 3.904 -2.260 0.174
H 3.754 -1.219 1.580
H -0.105 0.291 0.827
H -0.359 -1.838 0.767
H -2.438 -1.465 0.990
H -1.993 -0.971 2.661
H -1.861 1.515 1.820
H -3.451 0.909 1.281
H -1.494 1.886 -0.378
H -2.720 0.795 -0.888
*
```

Record 2
ORCA calculation (ωB97M-V/def2-TZVPD) on an isolated ion of composition C6H15N2 and charge +1.

Output
E_tot ... -9438.661 eV
Frontier orbital gap ... 9.93 eV
SMILES ... C=C(C[C@@H](C)[NH3+])NC
LUMO level ... -3.09 eV

ORCA input file:
```
! RIJCOSX wB97M-V def2-TZVPD def2/J DEFGRID3
* xyz 1 1
C -1.531 0.611 -2.391
C -0.453 0.016 -1.491
C -0.933 -0.387 -0.111
C 0.128 -0.880 0.870
C 0.074 -2.092 1.389
C 0.789 1.029 2.228
N 1.153 0.087 1.149
N 0.684 0.995 -1.395
H -1.976 -0.128 -3.057
H -2.357 1.065 -1.842
H -1.125 1.373 -3.060
H -0.061 -0.862 -1.953
H -1.371 0.472 0.411
H -1.692 -1.144 -0.248
H 0.722 -2.468 2.173
H -0.659 -2.821 1.067
H -0.262 1.299 2.098
H 1.414 1.915 2.245
H 0.785 0.536 3.206
H 1.988 -0.428 1.407
H 0.971 1.349 -2.306
H 1.445 0.574 -0.853
H 0.431 1.831 -0.862
*
```

Record 3
ORCA calculation (ωB97M-V/def2-TZVPD) on one molecule with the formula C6H15N2O2P.

Output
E_tot ... -22829.616 eV
Frontier orbital gap ... 9.07 eV
SMILES ... N[C@H]1CCCC[C@@H]1OP(N)O
LUMO level ... 1.02 eV

ORCA input file:
```
! RIJCOSX wB97M-V def2-TZVPD def2/J DEFGRID3
* xyz 0 1
C -0.451 -2.273 1.376
C 1.087 -1.924 1.313
C -1.110 -1.906 -0.006
C 1.267 -0.412 1.196
C -1.063 -0.363 -0.181
C 0.446 0.053 -0.066
N -1.590 0.076 -1.423
N 1.449 3.687 -1.211
O -1.019 3.254 -0.807
O 0.618 1.494 -0.059
P 0.221 2.444 -1.412
H -0.761 -3.223 1.623
H -0.874 -1.585 2.157
H 1.620 -2.245 2.196
H 1.526 -2.444 0.482
H -0.493 -2.362 -0.724
H -2.033 -2.290 -0.074
H 0.928 0.033 1.996
H 2.292 -0.177 0.942
H -2.628 0.133 -1.499
H -1.709 -0.090 0.712
H 1.035 -0.311 -1.022
H -1.202 -0.291 -2.216
H 2.342 3.294 -1.594
H 1.101 4.378 -1.894
H -0.998 3.050 0.195
*
```

Record 4
ORCA calculation (ωB97M-V/def2-TZVPD) on one molecule with the formula C6H15N3.

Output
E_tot ... -10934.112 eV
Frontier orbital gap ... 9.46 eV
SMILES ... [H]/N=C(\N)NC(C)(C)CC
LUMO level ... 0.88 eV

ORCA input file:
```
! RIJCOSX wB97M-V def2-TZVPD def2/J DEFGRID3
* xyz 0 1
C -0.218 0.289 0.170
C -1.679 -0.664 0.881
C -0.567 1.108 -1.061
C 0.279 1.173 1.303
C -2.761 -0.901 -0.145
N 0.554 -0.848 -0.074
C 2.112 -0.431 -0.621
N 2.992 -0.517 0.395
N 2.371 -0.098 -1.819
H 0.202 -1.310 -0.913
H 3.979 -0.585 0.177
H 2.654 -1.000 1.214
H 3.356 0.158 -1.956
H -2.037 -0.044 1.704
H -1.371 -1.602 1.348
H -0.894 0.476 -1.891
H 0.624 0.576 2.150
H 0.331 1.623 -1.425
H -1.345 1.842 -0.836
H -0.522 1.838 1.640
H 1.107 1.805 0.969
H -3.154 0.043 -0.533
H -3.616 -1.422 0.306
H -2.397 -1.508 -0.979
*
```

Record 5
ORCA calculation (ωB97M-V/def2-TZVPD) on an isolated ion of composition C6H15N3 and charge +2.

Output
E_tot ... -10914.476 eV
Frontier orbital gap ... 8.87 eV
SMILES ... C/C=[N+](C)/C=[N+](/C)NC
LUMO level ... -10.00 eV

ORCA input file:
```
! RIJCOSX wB97M-V def2-TZVPD def2/J DEFGRID3
* xyz 2 1
C 0.889 0.258 -1.047
C 0.061 -1.292 0.583
C 0.468 -1.460 1.960
C 1.317 -2.062 -1.193
C -0.169 2.485 -1.315
C -2.057 1.032 0.627
N 0.921 -0.868 -0.461
N 0.006 1.193 -0.676
N -0.619 0.873 0.512
H 1.545 0.405 -1.878
H -0.755 -1.894 0.362
H 1.249 -0.846 2.259
H 0.900 -2.502 2.356
H -0.259 -1.336 2.698
H 0.671 -2.542 -1.885
H 2.249 -1.828 -1.690
H 1.584 -2.820 -0.384
H 0.444 3.336 -0.808
H -1.225 2.869 -1.156
H 0.167 2.513 -2.404
H -2.267 2.028 0.966
H -2.645 0.809 -0.229
H -2.393 0.413 1.488
H -0.081 1.236 1.314
*
```

Record 6
ORCA calculation (ωB97M-V/def2-TZVPD) on an isolated ion of composition C6H15N3 and charge +2.

Output
E_tot ... -10913.727 eV
Frontier orbital gap ... 9.10 eV
SMILES ... C=C=[N+](C)C[N@H+](C)NC
LUMO level ... -8.79 eV

ORCA input file:
```
! RIJCOSX wB97M-V def2-TZVPD def2/J DEFGRID3
* xyz 2 1
C 1.979 0.252 -0.165
C 2.963 0.989 -0.600
C 0.005 -0.632 0.877
C 1.894 -2.120 0.351
C -1.157 2.131 1.128
C -1.193 -0.794 -1.253
N 1.354 -0.758 0.235
N -0.857 1.303 -0.019
N -1.068 -0.003 -0.001
H 2.927 1.610 -1.530
H 3.831 1.092 0.046
H -0.227 -1.671 1.159
H 0.069 0.038 1.732
H 2.473 -2.446 -0.529
H 2.653 -2.319 1.135
H 1.017 -2.835 0.541
H -2.221 2.230 1.443
H -0.562 1.818 2.080
H -0.889 3.130 0.886
H -1.659 -1.773 -1.042
H -1.841 -0.402 -2.064
H -0.075 -0.966 -1.611
H -0.498 1.759 -0.880
H -1.985 -0.103 0.559
*
```

Record 7
ORCA calculation (ωB97M-V/def2-TZVPD) on an isolated ion of composition C6H15N3 and charge +2.

Output
E_tot ... -10915.967 eV
Frontier orbital gap (alpha / beta) ... 8.18 / 8.34 eV
LUMO level (alpha / beta) ... -7.03 / -6.99 eV

ORCA input file:
```
! RIJCOSX wB97M-V def2-TZVPD def2/J DEFGRID3
* xyz 2 1
C 2.737 0.925 0.405
C 1.165 0.966 0.341
C 3.027 -0.403 -0.407
C -0.669 -0.837 -0.044
C 0.728 -0.481 0.468
C -2.958 -0.143 -0.541
N -1.732 -0.010 0.018
N 1.735 -1.239 -0.332
N -4.099 0.535 0.096
H 3.246 1.725 -0.080
H 3.212 0.828 1.340
H 0.815 1.385 1.162
H 0.705 1.516 -0.518
H 3.252 -0.129 -1.466
H 3.943 -0.796 -0.027
H -0.782 -1.595 -0.767
H 0.572 -0.821 1.540
H -3.196 -0.984 -1.252
H -1.641 0.710 0.723
H 1.371 -1.244 -1.239
H 1.847 -2.139 0.025
H -4.731 0.760 -0.675
H -3.890 1.515 0.548
H -4.658 -0.045 0.682
*
```

Record 8
ORCA calculation (ωB97M-V/def2-TZVPD) on a 2-piece molecular cluster, C6H15N3 overall.

Output
E_tot ... -10910.891 eV
⟨S²⟩ ... 2.007
Frontier orbital gap (alpha / beta) ... 6.03 / 7.96 eV
LUMO level (alpha / beta) ... -7.94 / -11.29 eV

ORCA input file:
```
! RIJCOSX wB97M-V def2-TZVPD def2/J DEFGRID3
* xyz 2 3
C 0.029 -1.443 -1.373
C 2.441 0.085 0.074
C 2.929 -1.014 0.702
C -0.731 0.312 1.568
C -1.030 1.619 -0.572
C -0.933 0.219 0.017
N -2.443 -0.409 -0.218
N 2.377 1.174 -0.343
N 0.101 -0.436 -0.663
H -0.859 -1.976 -1.857
H 0.785 -1.607 -2.068
H 2.535 -1.926 0.292
H 2.783 -0.755 1.835
H 4.107 -1.205 0.438
H -0.089 -0.499 1.873
H -1.735 0.322 2.129
H -0.238 1.191 1.825
H -1.152 1.628 -1.616
H -1.975 2.230 -0.268
H -0.158 2.215 -0.440
H -3.152 0.392 -0.143
H -2.723 -1.259 0.383
H 1.796 1.997 -0.425
H -2.665 -0.855 -1.149
*
```

Record 9
ORCA calculation (ωB97M-V/def2-TZVPD) on an isolated ion of composition C6H15N4 and charge +1.

Output
E_tot ... -12417.965 eV
Frontier orbital gap ... 10.47 eV
SMILES ... C[C@@H]1CCCN1/C(N)=[NH+]/N
LUMO level ... -2.73 eV

ORCA input file:
```
! RIJCOSX wB97M-V def2-TZVPD def2/J DEFGRID3
* xyz 1 1
C -1.479 -0.276 -0.013
C 1.880 1.379 0.179
C 2.161 0.232 -0.709
C 0.329 1.482 0.148
C 0.970 -0.720 -0.518
C 1.325 -1.684 0.594
N -1.804 -1.507 -0.178
N -0.084 0.157 -0.199
N -2.391 0.711 0.086
N -3.816 0.472 -0.004
H 2.228 1.306 1.220
H 2.350 2.244 -0.350
H 2.241 0.454 -1.816
H 2.981 -0.395 -0.484
H -0.154 1.895 1.177
H -0.008 2.202 -0.548
H 0.744 -1.237 -1.472
H 2.204 -2.183 0.309
H 0.609 -2.304 0.981
H 1.687 -1.044 1.329
H -1.287 -2.374 -0.121
H -2.200 1.621 -0.187
H -2.781 -1.810 -0.402
H -4.420 1.067 0.614
H -4.242 0.632 -0.848
*
```

Record 10
ORCA calculation (ωB97M-V/def2-TZVPD) on a 2-piece molecular cluster, C6H15NO overall.

Output
E_tot ... -10002.727 eV
Frontier orbital gap ... 10.43 eV
SMILES ... CCC(N)=O.CCC
LUMO level ... 0.79 eV

ORCA input file:
```
! RIJCOSX wB97M-V def2-TZVPD def2/J DEFGRID3
* xyz 0 1
C -0.598 1.132 -1.824
C 0.267 2.344 -2.260
C -2.060 1.491 -2.041
H -0.264 0.226 -2.317
H -0.492 0.916 -0.746
H -0.148 3.213 -1.727
H -2.517 1.128 -2.972
H 0.185 2.434 -3.345
H 1.254 2.355 -1.832
H -2.631 0.786 -1.379
H -2.401 2.477 -1.722
C 0.586 -0.120 1.816
C 1.966 0.217 1.265
C 0.219 -1.558 1.428
O 0.411 -2.548 2.106
N -0.580 -1.704 0.290
H 0.611 -0.175 2.907
H -0.203 0.556 1.452
H 1.897 0.426 0.191
H -0.890 -2.582 -0.077
H -0.895 -0.814 -0.070
H 2.692 -0.582 1.410
H 2.242 1.199 1.679
*
```

ΔE to the lowest compared entry with this formula, charge and spin, respectively: 848.8 126.5 0.0 173.5 463.3 535.6 319.4 407.0 116.1 99.4 kJ/mol.